Entry 1:
Here is H4Li3O14S3 as an isolated structure in a non-equilibrium geometry from the Open Molecules 2025 dataset. Energies are from ωB97M-V/def2-TZVPD.

Structure (XYZ):
```
24
Properties=species:S:1:pos:R:3:forces:R:3
Li 6.999179 -2.798966 1.641488 -1.087 -0.893 0.534
Li 6.308795 -3.531363 4.290796 0.051 -0.302 -0.221
Li 8.906146 -2.407755 4.170184 -1.476 -0.528 0.782
S 8.479285 -5.256712 5.727552 0.446 -1.426 0.763
O 7.993306 -3.972108 5.089967 0.096 1.686 -1.284
O 8.300803 -6.380682 4.801045 -0.137 0.499 0.391
O 9.918473 -5.078342 6.036069 0.325 0.461 0.006
O 7.688969 -5.391414 6.971037 -0.015 -0.171 -0.035
S 5.862542 -5.289314 1.517247 0.046 -1.012 -0.082
O 4.554853 -5.575556 0.896079 -0.017 0.349 0.212
O 5.705465 -4.279985 2.631124 -0.233 0.759 0.224
O 6.527627 -6.477104 2.004559 -0.242 -0.537 0.163
O 6.766126 -4.616489 0.543187 0.692 1.702 -0.788
S 6.648736 -0.362150 3.778118 -0.230 1.948 0.368
O 6.994513 -1.796816 3.512305 1.071 -2.046 -0.708
O 7.928598 0.315343 4.096345 0.328 -0.215 0.126
O 6.056097 0.186502 2.555147 -0.075 -0.017 -0.087
O 5.725841 -0.303485 4.934340 0.067 -0.203 -0.391
O 3.226263 -2.882002 2.295537 -0.129 -0.068 0.314
H 2.751456 -3.553962 1.798832 0.275 -0.153 -0.101
H 3.989018 -3.385354 2.664653 -0.091 0.168 -0.390
O 4.553176 -2.927943 5.123507 -0.199 0.057 0.418
H 4.828329 -3.043413 6.042987 0.013 0.087 -0.126
H 4.451821 -1.960796 5.015581 0.520 -0.148 -0.089
```
Positions in Å, forces in eV/Å.

For the LUMO energy, the calculation gives 6.05 eV. The calculation puts the HOMO energy at 0.91 eV. Its multiplicity is 1. As for the net charge: -3. Its calculated total energy is -2273.22453 a.u. The calculation puts the largest force on an atom at 0.047 Eh/bohr. The orbital gap is 5.1 eV.

Results of the natural (NBO) charge analysis, in e, for atoms 1 through 2: atom 1 (Li): 0.9354, atom 2 (Li): 0.8913

***

Entry 2:
Here is one molecule with the formula H4N2 in a non-equilibrium geometry from the Open Molecules 2025 dataset. Energies are from ωB97M-V/def2-TZVPD.

Structure (XYZ):
```
6
Properties=species:S:1:pos:R:3:forces:R:3
N 0.713256 -0.241292 -0.103720 -0.082 -2.264 2.140
N -0.715206 -0.219994 0.126585 0.450 0.542 0.428
H 0.919015 0.644560 -0.449778 1.189 1.605 -0.538
H 1.163013 -0.389614 0.851208 -0.705 0.463 -1.886
H -1.174795 -0.566541 -0.707868 0.040 0.282 0.052
H -0.905281 0.772881 0.283572 -0.893 -0.629 -0.196
```
Positions in Å, forces in eV/Å.

For the LUMO energy, the calculation gives 1.29 eV. The calculation puts the HOMO energy at -9.62 eV. Its multiplicity is 1. As for the net charge: 0. Its calculated total energy is -111.85714 a.u. As for the SMILES: NN. The calculation puts the largest force on an atom at 0.061 Eh/bohr. The orbital gap is 10.9 eV.

Results of the natural (NBO) charge analysis, in e, for atoms 1 through 2: atom 1 (N): -0.6687, atom 2 (N): -0.6743

***

Entry 3:
Here is an isolated ion of composition H4N2O4PS and charge -1 in a non-equilibrium geometry from the Open Molecules 2025 dataset. Energies are from ωB97M-V/def2-TZVPD.

Structure (XYZ):
```
12
Properties=species:S:1:pos:R:3:forces:R:3
N -1.672635 0.397922 0.310021 -0.841 -1.183 5.805
P -0.409549 0.199563 1.507200 -0.599 0.958 -1.222
O 0.106982 1.736392 1.438676 -0.101 1.318 1.246
N 0.883792 -0.479330 0.604700 -1.820 1.771 -0.194
S 0.590358 -0.706382 -1.076422 4.513 -1.080 0.051
O -0.592460 -1.477670 -1.180277 -1.921 -1.743 -0.488
O 0.490472 0.594225 -1.684270 -0.222 1.037 0.350
O 1.828539 -1.413076 -1.408003 -0.702 0.094 -0.277
H -1.783659 -0.513023 -0.012840 -0.866 -1.735 -1.134
H -1.370575 0.938032 -0.388911 1.451 2.559 -3.506
H 0.717863 1.942217 0.731643 0.154 -0.311 -0.454
H 1.210871 -1.218868 1.158483 0.953 -1.683 -0.177
```
Positions in Å, forces in eV/Å.

For the LUMO energy, the calculation gives 3.98 eV. The calculation puts the HOMO energy at -5.25 eV. Its multiplicity is 1. As for the net charge: -1. Its calculated total energy is -1152.53840 a.u. As for the SMILES: NP(O)NS(=O)(=O)[O-]. The calculation puts the largest force on an atom at 0.116 Eh/bohr. The orbital gap is 9.2 eV.

Results of the natural (NBO) charge analysis, in e, for atoms 1 through 2: atom 1 (N): -1.1496, atom 2 (P): 1.3195

***

Entry 4:
Here is one molecule with the formula H4N2Si in a non-equilibrium geometry from the Open Molecules 2025 dataset. Energies are from ωB97M-V/def2-TZVPD.

Structure (XYZ):
```
7
Properties=species:S:1:pos:R:3:forces:R:3
N -0.247871 1.027824 0.536202 0.705 0.449 -1.067
N 1.084391 0.538267 -0.178448 -0.441 -1.210 1.140
Si -0.294459 -0.562137 -0.119498 0.892 1.396 0.332
H 0.078862 1.117614 1.489031 -0.226 -0.051 0.145
H 1.261076 1.002460 -1.068063 -0.598 0.147 0.198
H -0.678309 -1.633964 0.792965 0.507 -0.431 0.058
H -0.794705 -0.684571 -1.443466 -0.839 -0.301 -0.806
```
Positions in Å, forces in eV/Å.

For the LUMO energy, the calculation gives 0.65 eV. The calculation puts the HOMO energy at -9.49 eV. Its multiplicity is 1. As for the net charge: 0. Its calculated total energy is -401.32304 a.u. As for the SMILES: N1N[SiH2]1. The calculation puts the largest force on an atom at 0.033 Eh/bohr. The orbital gap is 10.1 eV.

Results of the natural (NBO) charge analysis, in e, for atoms 1 through 2: atom 1 (N): -0.8673, atom 2 (N): -0.8636